DFT (the ωB97M-V functional and the def2-TZVPD basis) results for a structure of composition C3HBrNO5 in a non-equilibrium geometry.

Computed properties:
Charge: -1
2S+1: 3
HOMO-LUMO gap (spin up / spin down) (eV): 5.48 / 7.10
F_max (eV Å⁻¹): 3.37
Highest occupied orbital energy (spin up / spin down) (eV): -2.44 / -6.12
Electronic energy (eV): -84892.191
LUMO energy (spin up / spin down) (eV): 3.04 / 0.98

The geometry in XYZ format:
```
11
C3HBrNO5 | OMol25 | the ωB97M-V functional and the def2-TZVPD basis
C -0.1215 1.0133 -0.0824
C -0.3195 1.6799 1.5318
C -0.0627 -1.0101 -0.1121
N 0.4169 -1.3279 -1.3401
O -1.1369 2.5503 1.5407
O 1.6061 -0.9102 -1.6409
O 0.7309 1.3013 -0.8358
O 0.5597 1.1731 2.1904
O -0.2870 -1.9880 -2.1481
Br -1.8650 -1.6109 0.1153
H 0.4790 -0.8709 0.7812
```